Record 1
Entry from the Open Molecules 2025 dataset: a gas-phase ion, C6H12N (charge +1) in a non-equilibrium geometry (ωB97M-V with the def2-TZVPD basis set).

## Properties
E_HOMO (eV): -15.25
Energy (eV): -7897.2946
Charge: +1
Gap between HOMO and LUMO (Ha): 0.4457
Molar mass (g/mol): 98.17
Multiplicity: 1
Strongest force on any atom (eV/Å): 3.26
Structure (SMILES): C[C@@H]1C=C[N+]1(C)C
LUMO energy (eV): -3.12

Geometry (Å):
C -1.1134 -1.2239 1.2397
C -0.9267 0.0573 0.4809
C -1.5956 0.0997 -0.8580
C -0.5682 0.4011 -1.6216
N 0.4168 0.3621 -0.3271
C 1.1233 1.5859 -0.0008
C 1.3797 -0.8448 -0.2723
H -1.9106 -0.8205 1.9620
H -0.2670 -1.4454 1.9598
H -1.4817 -2.0293 0.4925
H -0.9066 0.9711 1.0948
H -2.6346 -0.0026 -1.1417
H -0.2061 0.6978 -2.6080
H 1.9992 1.5828 -0.7156
H 0.5883 2.5070 -0.1752
H 1.4521 1.3169 1.0698
H 0.6822 -1.6424 -0.5206
H 2.2731 -0.6190 -0.8798
H 1.6957 -0.9536 0.8212

Forces on atoms 1 to 3 (eV/Å):
C -0.76 0.47 1.00
C 1.58 1.00 -0.96
C -1.28 0.83 -0.53

Record 2
Entry from the Open Molecules 2025 dataset: 2 unconnected molecules or ions with the total composition C6H12N in a non-equilibrium geometry (ωB97M-V with the def2-TZVPD basis set).

## Properties
E_HOMO (eV): -12.63
Energy (eV): -7897.9992
Charge: +1
Gap between HOMO and LUMO (Ha): 0.2855
Molar mass (g/mol): 98.17
Multiplicity: 1
Strongest force on any atom (eV/Å): 1.38
LUMO energy (eV): -4.86

Geometry (Å):
C 1.5882 -0.8476 -1.1554
C 0.6798 0.1000 -1.4310
C -0.6401 -0.1909 -1.9944
C -1.5488 0.7853 -2.1062
H 1.3152 -1.8945 -1.2056
H 2.5681 -0.5692 -0.7923
H 0.9639 1.1480 -1.4428
H -0.8982 -1.1867 -2.3354
H -2.5392 0.5879 -2.4901
H -1.3124 1.8033 -1.8208
C 0.5018 0.9779 2.1217
C -0.7297 -0.9405 1.2926
N 0.0131 -0.3882 2.1621
H 1.5383 1.0079 2.4576
H -0.0185 1.5838 2.8654
H 0.3888 1.3384 1.1056
H -1.0695 -0.3910 0.4205
H -1.0806 -1.9607 1.3873
H 0.2798 -0.9631 2.9615

Forces on atoms 1 to 3 (eV/Å):
C -0.57 0.63 0.54
C 0.59 -0.80 -0.95
C -0.48 0.85 0.22

Record 3
Entry from the Open Molecules 2025 dataset: 2 unconnected molecules or ions with the total composition C6H12N in a non-equilibrium geometry (ωB97M-V with the def2-TZVPD basis set).

## Properties
E_HOMO (eV): -14.33
Energy (eV): -7896.7235
Charge: +1
Gap between HOMO and LUMO (Ha): 0.4104
Molar mass (g/mol): 98.17
Multiplicity: 1
Strongest force on any atom (eV/Å): 5.03
LUMO energy (eV): -3.16

Geometry (Å):
C -2.3184 -0.6330 -0.2390
C 1.6950 2.6999 -0.5095
C -0.9894 -1.3299 -0.3748
C 0.5222 2.9349 -0.5998
C 1.5597 -1.5512 -0.1259
C 0.1681 -0.9948 0.1385
N 0.1757 0.2553 1.0044
H -2.3733 0.2655 -0.8714
H -3.0854 -1.2530 -0.6460
H 2.6494 2.4864 -0.2123
H -2.4313 -0.3801 0.8457
H -1.0210 -2.2993 -0.9945
H -0.4817 3.0878 -0.4199
H 2.0546 -1.8569 0.8774
H 2.1798 -0.7491 -0.5266
H 1.5036 -2.4790 -0.7078
H -0.7204 0.6655 0.7006
H 0.8433 1.0082 0.7203
H 0.0697 0.1230 1.9408

Forces on atoms 1 to 3 (eV/Å):
C 1.12 0.64 0.82
C -2.10 0.29 -0.02
C -0.81 -2.10 -1.65

Record 4
Entry from the Open Molecules 2025 dataset: a gas-phase ion, C6H12N (charge +1) in a non-equilibrium geometry (ωB97M-V with the def2-TZVPD basis set).

## Properties
E_HOMO (eV): -12.57
Energy (eV): -7897.6713
Charge: +1
Gap between HOMO and LUMO (Ha): 0.3325
Molar mass (g/mol): 98.17
Multiplicity: 1
Strongest force on any atom (eV/Å): 3.06
Structure (SMILES): C=C[C@H]1CC[NH2+]C1
LUMO energy (eV): -3.53

Geometry (Å):
C -2.5034 -1.2796 -0.1204
C -1.8929 -0.1724 -0.7234
C -0.4193 0.3171 -0.4558
C -0.1760 0.6306 1.0917
C 1.4377 0.8092 1.0443
N 1.9461 0.0012 -0.1400
C 0.8029 -0.5250 -1.0144
H -3.2565 -1.8308 -0.7587
H -2.2824 -1.5805 0.9446
H -2.5364 0.4358 -1.4242
H -0.3600 1.2729 -1.0530
H -0.4855 -0.1364 1.8525
H -0.5978 1.6778 1.1873
H 1.9580 0.4829 1.9861
H 1.5326 1.9342 0.9724
H 2.5456 0.6145 -0.7093
H 2.4021 -0.7951 0.3195
H 0.8032 -1.6460 -0.9299
H 1.0819 -0.2103 -2.0693

Forces on atoms 1 to 3 (eV/Å):
C 0.95 1.92 -1.10
C -0.60 -1.88 0.71
C -1.78 0.24 0.25

Record 5
Entry from the Open Molecules 2025 dataset: 2 unconnected molecules or ions with the total composition C6H12N in a non-equilibrium geometry (ωB97M-V with the def2-TZVPD basis set).

## Properties
E_HOMO (spin up / spin down) (eV): -12.44 / -12.26
Energy (eV): -7893.3456
Charge: +1
Gap between HOMO and LUMO (spin up / spin down) (Ha): 0.3132 / 0.2958
Molar mass (g/mol): 98.17
Multiplicity: 1
Strongest force on any atom (eV/Å): 5.58
LUMO energy (spin up / spin down) (eV): -3.92 / -4.21

Geometry (Å):
C 2.1535 -1.8892 -0.8875
C 2.4095 -0.6738 -0.8463
C -0.6621 0.5869 -1.2137
C -0.9192 -0.5981 -0.2215
C 0.1822 0.3246 -0.0215
C -2.0238 -0.5935 0.7395
N 0.3436 1.2276 1.0819
H 3.0353 -2.5450 -0.9784
H 1.0884 -2.1312 -0.9254
H 3.0475 0.1923 -0.8153
H -0.2373 0.4184 -2.1782
H -1.4193 1.3945 -1.2616
H -0.5310 -1.5418 -0.6877
H -1.5351 -0.7749 1.7755
H -2.9130 -1.2761 0.4971
H -2.5928 0.3410 0.6845
H 1.2336 1.7009 1.1141
H -0.0564 0.6844 1.7695
H -0.3405 2.0413 0.8879

Forces on atoms 1 to 3 (eV/Å):
C 0.11 -2.71 -0.53
C -1.74 5.03 1.69
C -0.80 0.24 0.94

Record 6
Entry from the Open Molecules 2025 dataset: a gas-phase ion, C6H12N (charge +1) in a non-equilibrium geometry (ωB97M-V with the def2-TZVPD basis set).

## Properties
E_HOMO (spin up / spin down) (eV): -12.96 / -12.96
Energy (eV): -7894.9698
Charge: +1
Gap between HOMO and LUMO (spin up / spin down) (Ha): 0.2353 / 0.2346
Molar mass (g/mol): 98.17
Multiplicity: 1
Strongest force on any atom (eV/Å): 3.47
LUMO energy (spin up / spin down) (eV): -6.56 / -6.57

Geometry (Å):
C -2.0140 0.4736 -0.0731
C -3.2023 0.2294 -0.5712
C -0.7574 0.8647 0.5611
C 2.0064 0.3675 -0.9895
C 0.0497 -1.5451 0.5702
C 1.6073 0.3040 0.4520
N 0.1967 -0.1399 0.7895
H -3.6063 0.1438 -1.6185
H -3.8415 -0.3650 0.0963
H -0.2277 1.6411 0.0139
H -0.9642 1.3777 1.4552
H 1.8342 -0.5181 -1.5025
H 1.6622 1.1315 -1.6296
H 3.1668 0.4907 -1.0965
H 0.3112 -1.7598 -0.5374
H 0.7022 -2.0556 1.2328
H -0.9589 -1.7281 0.8496
H 1.7647 1.3464 0.9121
H 2.2708 -0.2586 1.0856

Forces on atoms 1 to 3 (eV/Å):
C -1.11 1.09 -1.39
C 1.84 -1.04 0.53
C -0.91 -2.42 -1.75

Record 7
Entry from the Open Molecules 2025 dataset: 2 unconnected molecules or ions with the total composition C6H12N (ωB97M-V with the def2-TZVPD basis set).

## Properties
E_HOMO (eV): -12.85
Energy (eV): -7898.1481
Charge: +1
Gap between HOMO and LUMO (Ha): 0.2942
Molar mass (g/mol): 98.17
Multiplicity: 1
Strongest force on any atom (eV/Å): 0.43
LUMO energy (eV): -4.84

Geometry (Å):
C -0.7124 1.0637 2.0749
C 1.3655 1.8103 1.0405
N 0.3960 1.0000 1.1051
H -0.6790 0.1592 2.6772
H -1.6450 1.0642 1.5210
H -0.5998 1.9471 2.6955
H 1.4037 2.6626 1.7058
H 2.1424 1.6800 0.2978
H 0.3745 0.1900 0.4722
C -0.8305 -2.3489 -0.0275
C -0.0137 -1.6092 -0.7751
C -0.4457 -0.4367 -1.5445
C 0.2911 0.1535 -2.4805
H -1.8959 -2.1660 -0.0659
H -0.4396 -3.1858 0.5361
H 1.0515 -1.8244 -0.8110
H -1.4161 -0.0221 -1.2811
H -0.0970 0.9849 -3.0464
H 1.2578 -0.2586 -2.7462

Forces on atoms 1 to 3 (eV/Å):
C 0.28 -0.17 -0.20
C -0.03 0.19 -0.16
N -0.05 -0.16 0.39

Record 8
Entry from the Open Molecules 2025 dataset: 2 unconnected molecules or ions with the total composition C6H12N2 in a non-equilibrium geometry (ωB97M-V with the def2-TZVPD basis set).

## Properties
E_HOMO (eV): -8.35
Energy (eV): -9395.6854
Gap between HOMO and LUMO (Ha): 0.3401
Molar mass (g/mol): 112.18
Multiplicity: 1
Strongest force on any atom (eV/Å): 4.97
Structure (SMILES): Cc1c[nH]cn1.CC
LUMO energy (eV): 0.91

Geometry (Å):
C -1.2053 -0.7919 1.2160
C 0.0337 -0.0632 0.8186
C 1.3391 -0.3202 1.2520
N 1.9940 0.8793 1.2342
C 1.0154 1.8854 0.8931
N -0.0227 1.2640 0.4773
H -1.4192 -1.7236 0.6953
H -2.0756 -0.1589 0.9374
H -1.2039 -0.8088 2.3143
H 1.8268 -1.2700 1.4138
H 2.9735 1.1195 1.2257
H 1.4647 2.8567 0.8762
C -1.7791 -0.5533 -2.7111
C -0.7793 -1.5902 -2.2208
H -1.3445 0.2506 -3.2851
H -2.3914 -1.0816 -3.4447
H -2.4011 -0.1850 -1.8941
H -0.1176 -1.3153 -1.3840
H -0.1840 -1.8816 -3.0787
H -1.3786 -2.4132 -1.8028

Forces on atoms 1 to 3 (eV/Å):
C -1.12 0.89 -0.71
C 2.03 0.30 0.85
C -0.53 0.02 -1.08

Quick rundown of ΔE to the lowest compared entry with this formula, charge and spin, same order as above: 63.81 47.56 76.98 55.12 154.87 117.42 44.12 26.85 kcal/mol